{
  "formula": "C25H18AgF3N2O2",
  "method": "ωB97M-V/def2-TZVPD",
  "species": ["Ag", "O", "C", "C", "C", "C", "C", "C", "C", "N", "C", "C", "N", "C", "C", "C", "C", "C", "C", "C", "O", "H", "H", "H", "H", "H", "H", "H", "H", "H", "H", "H", "H", "H", "H", "F", "C", "F", "F", "C", "C", "C", "C", "C", "C", "C", "C", "H", "H", "H", "H"],
  "positions_angstrom": [[-0.441, 0.678, -0.023], [-2.244, -0.907, 0.664], [-2.603, -0.861, 1.866], [-4.005, -0.887, 2.234], [-4.435, -0.892, 3.534], [-3.528, -0.844, 4.614], [-2.185, -0.781, 4.306], [-1.696, -0.795, 2.994], [-0.252, -0.676, 2.847], [0.408, -0.731, 1.762], [1.834, -0.465, 1.820], [2.493, -0.846, 0.506], [1.888, -0.144, -0.626], [2.238, -0.545, -1.776], [1.821, -0.029, -3.083], [2.732, -0.247, -4.120], [2.552, 0.214, -5.410], [1.367, 0.929, -5.670], [0.423, 1.131, -4.698], [0.553, 0.634, -3.342], [-0.388, 0.755, -2.526], [-4.709, -0.907, 1.409], [-5.503, -0.923, 3.737], [-3.871, -0.835, 5.640], [-1.456, -0.711, 5.111], [0.282, -0.504, 3.800], [2.313, -1.034, 2.629], [1.999, 0.602, 2.004], [2.418, -1.932, 0.371], [3.558, -0.589, 0.568], [2.984, -1.359, -1.848], [3.639, -0.801, -3.880], [3.290, 0.036, -6.182], [1.189, 1.324, -6.668], [-0.495, 1.669, -4.911], [1.747, 9.321, 3.916], [2.604, 8.268, 3.833], [2.965, 7.997, 5.116], [3.715, 8.730, 3.216], [2.002, 7.092, 3.142], [0.859, 6.503, 3.678], [0.280, 5.413, 3.061], [0.819, 4.861, 1.880], [1.971, 5.476, 1.362], [2.552, 6.572, 1.981], [0.240, 3.726, 1.254], [-0.251, 2.733, 0.717], [0.422, 6.904, 4.587], [-0.605, 4.950, 3.478], [2.401, 5.068, 0.457], [3.440, 7.022, 1.555]],
  "nbo_charge": [0.859, -0.726, 0.442, -0.325, -0.202, -0.367, -0.146, -0.262, 0.149, -0.491, -0.247, -0.238, -0.466, 0.154, -0.267, -0.152, -0.375, -0.201, -0.331, 0.447, -0.725, 0.197, 0.179, 0.183, 0.179, 0.115, 0.160, 0.204, 0.171, 0.171, 0.109, 0.177, 0.182, 0.179, 0.197, -0.345, 0.972, -0.344, -0.338, -0.183, -0.195, -0.216, -0.007, -0.222, -0.194, -0.424, -0.295, 0.205, 0.222, 0.224, 0.210],
  "spin_multiplicity": 1,
  "e_tot_ev": -45443.0138,
  "charge": -2,
  "gap_ev": 5.81
}


{
  "formula": "C5H13NO3",
  "method": "ωB97M-V/def2-TZVPD",
  "species": ["C", "C", "C", "C", "C", "N", "O", "O", "O", "H", "H", "H", "H", "H", "H", "H", "H", "H", "H", "H", "H", "H"],
  "positions_angstrom": [[-0.655, -0.261, 0.210], [-0.134, 1.869, 0.422], [0.756, -0.331, 0.115], [1.507, -0.065, -1.162], [0.630, -2.396, 0.009], [-1.345, -0.639, 1.335], [-1.443, -0.180, -0.882], [-0.438, 2.216, -0.941], [-1.132, 2.324, 1.282], [-1.130, 0.615, -1.389], [-0.839, 3.098, -0.971], [-1.822, 1.646, 1.336], [0.796, 2.365, 0.716], [1.294, -0.246, 1.049], [-2.215, -1.117, 1.149], [-0.918, -0.698, 2.246], [1.810, 0.979, -1.232], [2.393, -0.698, -1.199], [0.902, -0.310, -2.034], [0.234, -2.655, -0.970], [0.066, -2.858, 0.816], [1.683, -2.657, 0.097]],
  "nbo_charge": [0.577, 0.175, -0.158, -0.642, -0.741, -0.854, -0.721, -0.801, -0.745, 0.529, 0.482, 0.473, 0.133, 0.227, 0.411, 0.411, 0.225, 0.226, 0.221, 0.195, 0.188, 0.189],
  "spin_multiplicity": 1,
  "e_tot_ev": -13024.2336,
  "charge": 0,
  "gap_ev": 7.36
}


{
  "formula": "C3H6N4",
  "method": "ωB97M-V/def2-TZVPD",
  "species": ["H", "N", "C", "N", "C", "C", "N", "N", "H", "H", "H", "H", "H"],
  "positions_angstrom": [[2.682, -1.535, 0.204], [2.410, -0.499, 0.014], [1.181, -0.162, 0.030], [0.798, 1.127, 0.089], [-0.560, 1.218, -0.040], [-1.112, -0.039, -0.026], [-2.429, -0.543, -0.008], [0.019, -0.946, -0.053], [1.441, 1.780, -0.319], [-0.965, 2.219, 0.002], [-2.760, -0.804, 0.994], [-3.067, 0.156, -0.420], [0.025, -1.891, -0.539]],
  "nbo_charge": [0.353, -0.813, 0.558, -0.578, -0.133, 0.256, -0.839, -0.625, 0.415, 0.215, 0.380, 0.384, 0.427],
  "spin_multiplicity": 1,
  "smiles": "[H]/N=c1/[nH]cc(N)[nH]1",
  "e_tot_ev": -9167.8366,
  "charge": 0,
  "gap_ev": 8.10
}


{
  "formula": "C6H9N",
  "method": "ωB97M-V/def2-TZVPD",
  "species": ["C", "C", "C", "C", "C", "C", "N", "H", "H", "H", "H", "H", "H", "H", "H", "H"],
  "positions_angstrom": [[-2.526, -0.368, -0.008], [-1.123, 0.143, 0.055], [-0.626, 1.397, 0.305], [0.796, 1.323, 0.238], [1.133, 0.024, -0.049], [2.463, -0.645, -0.181], [-0.043, -0.681, -0.157], [-2.658, -1.266, 0.607], [-3.215, 0.392, 0.367], [-2.833, -0.618, -1.031], [-1.224, 2.275, 0.517], [1.498, 2.132, 0.396], [2.507, -1.297, -1.062], [3.252, 0.105, -0.287], [2.704, -1.258, 0.696], [-0.105, -1.656, -0.405]],
  "nbo_charge": [-0.639, 0.124, -0.307, -0.296, 0.121, -0.638, -0.512, 0.213, 0.229, 0.214, 0.217, 0.215, 0.211, 0.229, 0.215, 0.404],
  "spin_multiplicity": 1,
  "smiles": "Cc1ccc(C)[nH]1",
  "e_tot_ev": -7858.1594,
  "charge": 0,
  "gap_ev": 8.72
}


{
  "formula": "C4H2Cl2OS",
  "method": "ωB97M-V/def2-TZVPD",
  "species": ["O", "C", "C", "C", "S", "C", "Cl", "Cl", "H", "H"],
  "positions_angstrom": [[0.569, 2.404, -0.008], [-0.215, 1.499, -0.114], [0.048, 0.028, 0.105], [-1.120, -0.829, 0.191], [-2.742, -0.558, -0.128], [1.262, -0.517, 0.047], [1.577, -2.190, -0.102], [2.731, 0.363, -0.077], [-1.343, 1.651, -0.333], [-0.767, -1.849, 0.418]],
  "nbo_charge": [-0.487, 0.421, -0.334, -0.244, 0.050, 0.033, 0.089, 0.119, 0.147, 0.207],
  "spin_multiplicity": 1,
  "smiles": "O=CC(C=S)=C(Cl)Cl",
  "e_tot_ev": -42105.9855,
  "charge": 0,
  "gap_ev": 7.44
}


{
  "formula": "C30H30Br2CoIN3O2SSi",
  "method": "ωB97M-V/def2-TZVPD",
  "species": ["Co", "O", "C", "C", "C", "C", "C", "C", "C", "O", "N", "N", "C", "C", "Br", "C", "C", "C", "C", "C", "C", "C", "H", "H", "H", "H", "H", "H", "H", "H", "H", "H", "H", "H", "H", "H", "C", "Si", "C", "C", "C", "C", "C", "C", "N", "C", "S", "H", "H", "H", "H", "H", "H", "H", "H", "H", "H", "H", "H", "Br", "C", "C", "C", "C", "C", "C", "I", "H", "H", "H", "H"],
  "positions_angstrom": [[0.005, 0.688, 0.504], [-2.418, 1.149, -3.102], [-3.400, 0.348, -2.632], [-4.619, 0.389, -3.306], [-5.676, -0.402, -2.900], [-5.537, -1.249, -1.808], [-4.325, -1.295, -1.142], [-3.245, -0.506, -1.531], [-1.896, -0.633, -0.855], [-1.254, 0.597, -0.788], [-2.028, -1.135, 0.533], [-0.872, -0.914, 1.214], [-0.482, -1.675, 2.164], [0.704, -1.383, 2.948], [1.424, 0.374, 2.701], [1.284, -2.196, 3.834], [0.900, -3.592, 4.087], [0.600, -4.477, 3.049], [0.242, -5.786, 3.326], [0.181, -6.226, 4.641], [0.501, -5.360, 5.678], [0.871, -4.054, 5.403], [-1.708, 1.194, -2.435], [-4.705, 1.054, -4.155], [-6.615, -0.356, -3.436], [-6.360, -1.869, -1.482], [-4.235, -1.963, -0.294], [-1.281, -1.356, -1.422], [-2.373, -2.083, 0.631], [-1.052, -2.561, 2.431], [2.096, -1.801, 4.434], [0.696, -4.152, 2.020], [0.025, -6.469, 2.515], [-0.097, -7.248, 4.856], [0.470, -5.705, 6.702], [1.129, -3.382, 6.213], [4.614, 2.112, -3.668], [4.674, 2.038, -1.806], [6.357, 1.492, -1.208], [4.226, 3.680, -1.049], [3.458, 0.658, -1.291], [3.824, -0.670, -1.490], [2.988, -1.740, -1.170], [1.755, -1.465, -0.629], [1.378, -0.197, -0.448], [2.178, 0.837, -0.760], [1.290, 2.284, -0.339], [5.291, 2.882, -4.045], [3.609, 2.350, -4.021], [4.912, 1.162, -4.115], [7.101, 2.250, -1.459], [6.684, 0.557, -1.668], [6.372, 1.359, -0.124], [5.034, 4.385, -1.261], [4.112, 3.623, 0.035], [3.308, 4.094, -1.466], [4.800, -0.892, -1.907], [3.290, -2.762, -1.342], [1.049, -2.236, -0.351], [-0.780, 5.598, 0.932], [-2.271, 4.681, 0.230], [-3.058, 5.326, -0.713], [-4.148, 4.676, -1.269], [-4.463, 3.381, -0.890], [-3.687, 2.730, 0.055], [-2.598, 3.385, 0.609], [-1.461, 2.347, 2.020], [-2.807, 6.335, -1.009], [-4.750, 5.190, -2.006], [-5.306, 2.866, -1.328], [-3.925, 1.720, 0.355]],
  "mulliken_charge": [-1.109, -0.726, 0.485, -0.535, -0.443, -0.934, -0.670, 0.163, 1.201, -0.325, -0.512, 0.488, -0.303, 0.294, -0.054, -0.844, 0.306, -0.211, -0.658, -0.424, -0.567, -0.469, 0.272, 0.472, 0.409, 0.423, 0.263, 0.222, 0.424, 0.654, 0.472, 0.530, 0.409, 0.394, 0.393, 0.446, -1.066, 0.132, -1.061, -1.050, 0.159, -0.024, -1.376, 0.012, 0.110, 0.866, -0.286, 0.350, 0.344, 0.346, 0.349, 0.333, 0.334, 0.358, 0.351, 0.328, 0.334, 0.421, 0.468, -0.153, 0.195, -0.338, -0.703, -0.503, -0.420, 0.165, 0.409, 0.408, 0.398, 0.454, 0.419],
  "spin_multiplicity": 1,
  "e_tot_ev": -244682.3839,
  "charge": 1,
  "gap_ev": 7.06
}